[1]
16
Properties=species:S:1:pos:R:3:nbo_charge:R:1 method="wB97M-V/def2-TZVPD" e_lumo_ev=-10.13 homo_ha=-0.752 charge=+2 e_above_lowest_kj_mol=358.6 smiles="CC/C=[NH+]/N=C=[NH2+]" e_tot_ha=-321.26383
N 1.6138 -0.3367 -0.4202 -0.13
N 0.3413 -0.6618 -0.4585 -0.33
N 3.7595 0.3822 0.2568 -0.71
C 2.5795 0.1705 0.0070 0.78
C -0.5822 -0.5256 0.4784 0.37
C -2.2411 0.8455 -0.2529 -0.56
C -2.0365 -0.6943 0.2696 -0.49
H 4.4775 -0.3035 0.5422 0.50
H 0.0221 -1.2448 -1.2803 0.47
H -3.3526 0.9106 -0.5184 0.31
H 4.2237 1.1564 -0.1202 0.48
H -2.2790 -1.3626 -0.5299 0.27
H -1.4857 1.0151 -1.0959 0.22
H -2.6628 -0.8204 1.2942 0.33
H -2.2340 1.4818 0.5003 0.23
H -0.1434 -0.0124 1.3279 0.24

***

[2]
12
Properties=species:S:1:pos:R:3:nbo_charge:R:1 method="wB97M-V/def2-TZVPD" e_lumo_ev=1.17 homo_ha=-0.339 charge=0 e_above_lowest_kj_mol=24.1 smiles="C=C(C)C" e_tot_ha=-157.17479
C 1.3708 0.3018 0.2373 -0.65
C -0.0218 -0.0189 -0.1823 0.02
C -1.1397 0.1777 0.8309 -0.64
C -0.3358 -0.5640 -1.3422 -0.41
H -1.6311 1.1345 0.6760 0.22
H 1.9801 -0.5781 0.3932 0.23
H 1.9111 0.8316 -0.5566 0.22
H 1.4420 0.9005 1.1432 0.21
H -0.8307 0.0994 1.8765 0.21
H -1.2853 -0.9561 -1.6846 0.20
H 0.4230 -0.7168 -2.1119 0.18
H -1.8826 -0.6116 0.7203 0.22

***

[3]
99
Properties=species:S:1:pos:R:3:lowdin_charge:R:1 method="wB97M-V/def2-TZVPD" e_lumo_ev=2.68 homo_ha=-0.076 charge=-2 e_above_lowest_kj_mol=10.6 e_tot_ha=-3436.96960
Cs 0.3434 -0.9835 0.7189 1.18
S 0.4756 2.1312 -2.4911 0.64
P -2.1746 -1.8397 -1.4416 1.06
O -5.5757 -0.2234 5.9973 -0.06
O -0.9653 -1.2208 2.8621 -0.34
O -2.4383 -2.1166 1.4449 -0.09
O -6.1173 1.9401 5.6227 -0.08
N -2.9087 3.9918 -2.9947 0.10
N 4.0925 1.0785 -3.4640 0.07
N -1.6857 3.5189 -3.3858 0.01
N 1.5308 0.1670 5.5539 0.09
N 1.1550 1.3151 3.0359 0.12
N 3.1948 0.8385 1.1831 0.17
N -1.4758 2.8418 0.0045 0.13
N -2.9007 0.9743 1.9104 0.09
N -1.7989 3.1019 -1.3225 -0.09
N 9.8317 2.2967 3.2046 0.05
N 2.8030 -0.1924 -1.3477 0.11
C -3.0237 -0.1339 2.6454 -0.20
C 4.1650 0.9373 0.2817 -0.19
C -1.1534 -4.3740 -0.7524 -0.13
C 9.4204 2.4975 1.9570 -0.15
C -0.9853 2.9245 -2.4040 -0.82
C -0.1626 -5.3360 -0.6237 -0.13
C 0.3452 0.5750 5.1423 -0.10
C 5.7967 1.4119 1.9747 -0.14
C 7.1963 1.7178 2.4033 -0.15
C -2.9321 0.5438 -4.6472 -0.12
C -5.8213 -3.7113 -1.6333 -0.10
C 3.1099 0.2124 -3.6526 -0.15
C -2.0414 0.1597 -5.6394 -0.12
C -5.5715 0.8460 5.3545 -0.70
C -3.6237 2.0388 2.2940 -0.16
C -1.0755 -1.4503 -4.1241 -0.10
C -2.8668 -0.0473 -3.3921 -0.13
C -3.4306 -3.8572 -3.0374 -0.09
C 4.4227 1.3195 -2.1940 -0.10
C 0.1546 1.1522 3.8818 -0.11
C 2.3569 0.8834 3.4393 -0.23
C 1.1219 -5.0543 -1.0813 -0.14
C 5.4823 1.2216 0.6362 0.04
C 3.7878 0.6811 -1.1416 -0.22
C -4.6305 0.8740 4.1258 -0.11
C 7.6240 1.5061 3.7098 -0.01
C -1.9573 -1.0668 -3.1139 -0.36
C 2.5378 0.3177 4.6875 -0.09
C 8.9334 1.8077 4.0535 -0.15
C 1.3898 -3.8071 -1.6313 -0.19
C -5.6998 -4.5883 -2.6995 -0.12
C -3.8704 -0.2214 3.7484 0.05
C -1.1087 -0.8349 -5.3665 -0.10
C 0.4400 -2.7725 -1.7725 -0.29
C -2.0901 -1.2775 2.2834 -0.80
C -0.8500 -3.1405 -1.3361 -0.53
C 3.4846 1.0110 2.4673 -0.20
C 8.1346 2.2283 1.5120 -0.02
C -4.7457 -2.9020 -1.2758 -0.09
C -2.9431 3.7371 -1.7215 -0.35
C -4.0713 4.0528 -0.8182 -0.01
C 2.4452 -0.4309 -2.6040 -0.16
C 4.7745 1.3036 2.9077 0.04
C -4.4989 -4.6606 -3.3997 -0.10
C -4.4893 2.0338 3.3665 -0.02
C -3.5445 -2.9597 -1.9771 -0.36
H -2.4904 -3.9234 -3.5735 0.11
H 4.9390 1.4805 3.9605 0.11
H -2.0730 0.6290 -6.6176 0.09
H -5.0538 2.9113 3.6541 0.10
H -3.9348 -1.1307 4.3316 0.13
H -0.4059 -1.1434 -6.1340 0.09
H 2.4122 -3.6174 -1.9756 0.06
H -0.3932 -6.2926 -0.1668 0.08
H 1.9003 -5.8087 -0.9893 0.08
H 9.2707 1.6388 5.0706 0.10
H -3.7475 4.6976 -0.0015 0.08
H -0.8307 1.4667 3.5603 0.10
H 6.2400 1.2380 -0.1332 0.11
H -0.5055 0.4362 5.7988 0.12
H -2.1543 -4.6012 -0.3982 0.10
H -3.4642 2.9458 1.7237 0.06
H 7.8805 2.4424 0.4839 0.11
H -4.8428 4.5485 -1.4040 0.08
H -3.6699 1.3135 -4.8388 0.09
H 5.1988 2.0567 -2.0162 0.11
H -4.8257 -2.2340 -0.4252 0.10
H -6.5328 -5.2222 -2.9824 0.09
H -1.8772 1.9426 0.3242 0.07
H -0.3438 -2.2165 -3.8999 0.08
H -3.5627 0.2705 -2.6202 0.10
H -0.4595 2.7667 0.0304 0.06
H -6.7448 -3.6571 -1.0687 0.09
H -4.4874 3.1459 -0.3760 0.08
H -1.4267 3.4815 -4.3546 0.14
H 3.5112 -0.0528 4.9911 0.11
H 1.6152 -1.1477 -2.7031 0.05
H 6.9721 1.0901 4.4645 0.11
H 10.1511 2.9005 1.2637 0.10
H 2.8071 0.0104 -4.6746 0.10
H -4.3936 -5.3532 -4.2275 0.09